3 unconnected molecules or ions with the total composition C2H12N2O2 at a distorted geometry. Source: the OMol25 dataset; level of theory: wB97M-V/def2-TZVPD.

Values from the calculation:
HOMO energy	-0.3297	hartree
net charge	0
E	-343.358425	Eh
structure (SMILES)	NCCN.O.O
largest force on an atom	2.09	eV Å⁻¹
2S+1	1
energy relative to the best compared isomer or geometry (same formula, charge and spin)	91.10	kJ/mol
HOMO-LUMO gap	9.556	eV

Structure (XYZ):
```
18
C2H12N2O2, DFT wB97M-V/def2-TZVPD
H -0.83930 2.69020 1.92674
H 1.16371 -0.13796 0.30001
H 0.71885 2.29265 2.13180
H -2.39357 -0.60962 -1.65313
H 3.50072 -2.26488 -1.55440
O -3.06075 -1.09300 -2.14311
O 3.34019 -1.42359 -1.17243
H -0.26445 -0.10487 -1.57671
N -0.22833 1.94571 2.18869
H -3.70054 -1.38096 -1.48702
H 0.35466 1.37003 -0.18573
H 4.12248 -0.95334 -1.39925
H -0.02760 -0.08573 2.39938
C -0.43025 0.60734 1.66422
C 0.21734 0.40184 0.29166
N -0.68565 -0.38104 -0.69135
H -0.28962 -1.31290 -0.58172
H -1.49789 0.44012 1.54235
```



3 unconnected molecules or ions with the total composition C31H25N3O5S at a distorted geometry. Source: the OMol25 dataset; level of theory: wB97M-V/def2-TZVPD.

Values from the calculation:
HOMO energy	-0.2818	hartree
net charge	0
E	-2134.655615	Eh
structure (SMILES)	c1ccc(OCc2cccc3c2Nc2ccccc2S3)cc1.O=[N+]([O-])c1ccccc1.O=[N+]([O-])c1ccccc1
largest force on an atom	3.52	eV Å⁻¹
2S+1	1
HOMO-LUMO gap	7.043	eV

Structure (XYZ):
```
65
C31H25N3O5S, DFT wB97M-V/def2-TZVPD
O 0.69802 3.07347 -1.96644
H 1.97557 2.44756 -3.94715
C -1.39252 0.93175 -0.00559
C 0.50086 -2.45821 3.13862
H -2.53076 -3.28479 1.40237
C -2.74215 1.37410 -0.47809
O -1.40942 1.73208 -8.01729
C 4.96122 1.00688 -3.27181
C 4.94297 1.07198 -1.88343
C 3.05799 -2.54402 6.74092
C -2.01710 -2.89040 2.31695
C 0.01921 -3.56042 0.87840
H 3.52930 -3.24199 1.34106
N 1.62834 2.68748 -1.28587
H -4.74176 -0.72673 1.63999
C 3.89505 1.50599 -4.01050
O -0.21083 1.48745 -6.23978
C 1.46022 -3.67071 0.58115
C -2.18835 2.65510 -6.05688
C -2.49347 -0.66822 1.69813
C -3.82212 -0.26400 1.19902
C -3.90788 0.74455 0.12826
H 1.75037 -4.12229 -0.39836
H 5.81017 0.56391 -3.78056
C 0.89750 -2.78721 8.01983
C -3.34007 3.11429 -6.68253
H -0.92311 -2.35495 4.56126
H 3.85021 1.67763 -0.14681
H 4.16788 -2.55318 6.63031
C -2.91384 3.57842 -3.97073
H -5.19369 4.16187 -6.41209
H -2.77253 2.15923 -1.26520
C -4.28780 3.80470 -5.93721
C 2.36924 -2.82663 7.99211
C -1.32945 -0.06726 1.06032
N -0.01964 -1.90483 4.36819
C -0.46200 -2.96669 2.12914
H 5.77683 0.68295 -1.31153
H -4.81971 4.56713 -4.00022
C 0.10276 -2.50048 6.81478
H -3.51368 2.94060 -7.73677
C 2.24770 -2.23605 5.56881
S 3.10780 -1.88400 3.99729
O 1.65844 2.73643 -0.06454
C 2.43318 -3.16370 1.55595
H -0.41134 1.36261 -0.41966
H -0.72975 -3.92191 0.12642
H -2.74598 3.75851 -2.91585
H 2.91976 -3.06363 8.92972
H 3.91437 1.45578 -5.09241
N -1.19435 1.90246 -6.83019
H -1.00771 -2.48525 6.92313
H -2.28466 -3.60310 3.15537
C 2.80265 2.06457 -3.36253
H -4.93823 1.03523 -0.18504
C 3.85529 1.63157 -1.22842
C 1.91560 -2.56972 2.78109
H 0.42171 -2.98050 9.01590
H -0.31667 -0.38868 1.40580
H -1.07527 2.53759 -4.20901
C 2.79021 2.11855 -1.97472
C 0.78657 -2.20966 5.53249
C -1.97051 2.88862 -4.70765
O -2.46457 -1.59527 2.74370
C -4.07605 4.03344 -4.58159
```



2 unconnected molecules or ions with the total composition C12H14NO2 at a distorted geometry. Source: the OMol25 dataset; level of theory: wB97M-V/def2-TZVPD.

Values from the calculation:
HOMO energy (spin up / spin down)	0.1275 / 0.0192	hartree
net charge	-2
E	-670.734504	Eh
largest force on an atom	6.94	eV Å⁻¹
2S+1	2
energy relative to the best compared isomer or geometry (same formula, charge and spin)	311.31	kJ/mol
HOMO-LUMO gap (spin up / spin down)	2.713 / 5.612	eV

Structure (XYZ):
```
29
C12H14NO2, DFT wB97M-V/def2-TZVPD
H 1.05066 -1.11329 -4.25132
C 0.15516 -1.49543 -1.14247
C 0.19496 -0.67574 -3.50751
C 2.59856 2.34214 -0.77967
H -2.00763 1.25454 2.84138
H -0.63404 -2.19987 -1.12619
C 2.20442 1.55733 -1.89866
C 0.64541 -0.58523 -2.18396
H 2.55729 1.90533 -3.04981
H -2.81215 0.16589 0.97507
C -2.81458 -0.44809 1.91329
C 2.44536 2.08165 0.50916
N 0.52501 -1.00846 0.08802
H 0.12762 -1.42124 1.09673
C -2.10579 -1.88868 1.50055
H -0.63428 -1.41230 -3.59349
H 1.48097 0.60897 1.80106
C 1.49622 0.37745 -1.55355
H -3.82039 -0.89281 2.05963
H -2.62574 -0.01649 3.98529
H 3.06032 3.31535 -0.86660
O -0.95868 -1.95693 1.94060
C 1.34972 0.02100 -0.13541
H 0.04569 0.40203 -3.90045
H 2.63879 2.68706 1.31751
C 1.76804 0.83694 0.91007
O -2.78675 -2.56059 0.81736
C -2.12844 0.15665 3.09837
H -1.01571 -0.03717 3.13501
```



A molecular structure, C20H15N2O4Zr. Source: the OMol25 dataset; level of theory: wB97M-V/def2-TZVPD.

Values from the calculation:
HOMO energy	-0.6441	hartree
net charge	+3
E	-1227.712437	Eh
largest force on an atom	0.95	eV Å⁻¹
2S+1	1
HOMO-LUMO gap	6.066	eV

Structure (XYZ):
```
42
C20H15N2O4Zr, DFT wB97M-V/def2-TZVPD
C -1.13986 -3.42626 0.55777
H -0.87221 -4.86606 4.08757
N -0.94366 -2.62074 1.59112
C -0.94619 -4.44973 3.09028
H 1.35399 -0.36841 0.60234
Zr -0.67048 -0.29442 1.21808
H 4.51894 2.94358 -1.25177
H 2.11908 3.48115 -1.35496
C 3.79791 2.23831 -0.86134
C -1.94634 4.33437 -3.20489
O -1.05615 -1.36848 -0.63442
C -0.79387 3.64633 -3.58393
C -0.66508 -1.93983 3.78586
H -1.40571 -5.45586 -0.14204
H -2.45716 4.95559 -3.92963
C -0.12342 2.87886 -2.65806
H 0.76331 2.33260 -2.94996
O -1.47029 -3.25227 -1.77693
H -2.17710 3.41110 0.03567
N -0.53124 1.50423 0.72925
H -1.52213 -2.68196 -2.57172
C -0.85923 -3.09048 2.83191
H -0.75514 -2.94031 5.41809
H -1.20754 -6.37208 2.16971
C 1.49247 1.65683 -0.42253
O -0.63550 -2.04322 5.05757
C 1.96404 0.47598 0.17780
C -1.80640 3.45668 -0.98058
C -1.13756 -5.30452 2.00147
O -0.53892 -0.78993 3.28991
C -1.22041 -2.61199 -0.70137
H -3.33797 4.79544 -1.63036
C 3.30304 0.15688 0.24932
C 2.43976 2.53662 -0.93630
C -2.45200 4.24196 -1.90804
C -0.62365 2.77451 -1.33897
C -1.24620 -4.80044 0.70442
C 4.22922 1.06152 -0.27838
H 5.28632 0.83969 -0.21911
C 0.05908 1.99997 -0.36499
H -0.42569 3.72085 -4.59750
H 3.63997 -0.76608 0.69962
```



A molecular structure, C24H23ClIrN2OP at a distorted geometry. Source: the OMol25 dataset; level of theory: wB97M-V/def2-TZVPD.

Values from the calculation:
HOMO energy (spin up / spin down)	-0.5433 / -0.5406	hartree
net charge	+2
E	-2018.221670	Eh
largest force on an atom	6.83	eV Å⁻¹
2S+1	5
HOMO-LUMO gap (spin up / spin down)	8.233 / 3.883	eV

Structure (XYZ):
```
53
C24H23ClIrN2OP, DFT wB97M-V/def2-TZVPD
C 2.06460 1.54423 -3.58463
H -2.39557 -3.87752 -3.03839
C -0.51222 3.14705 -2.23248
H 0.14302 2.99831 -1.36746
N -2.54924 -0.22194 0.79438
P -0.26513 0.46286 -2.47752
H -3.92665 0.43993 -2.87430
H 1.46155 2.35497 -3.97164
H 1.93358 -1.36285 -1.81741
H -3.97681 1.74011 3.15329
H 4.33443 -1.25494 -2.13997
C 3.68293 -0.51117 -2.60660
O -6.11302 -1.62283 3.92279
H -2.28611 -3.89047 -5.54267
C -2.87595 -1.45877 1.22864
C 4.23423 0.48915 -3.42224
C -1.86717 -3.06729 -4.97540
C -2.31896 3.46251 -4.34058
C 3.40519 1.49527 -3.94742
H 5.31537 0.49160 -3.64985
C -1.98419 4.54554 -3.52832
C -1.72269 2.21267 -4.13555
H -3.78230 -2.60754 2.85504
H -5.16494 1.25302 4.95163
C -4.22944 -0.47357 2.99810
H -2.47071 -2.30228 0.64876
H -2.47649 5.49705 -3.69497
H -6.46581 0.20719 5.47808
C -3.77659 0.80607 2.59954
H -1.17011 -2.00495 -6.70979
C -1.93924 -3.07178 -3.58929
H -0.19059 -0.11183 -5.41736
C -3.67194 -1.61752 2.38134
H -2.49741 1.78402 1.04195
C -0.83209 -0.93260 -3.51616
Ir -1.40015 0.00631 -0.76625
H -0.83327 5.21564 -1.82368
H 3.83127 2.26690 -4.59880
C -1.43439 -1.99788 -2.86420
C -1.07940 4.39062 -2.47970
C -0.85405 2.05702 -3.04613
H -3.09940 3.53585 -5.10068
C -2.94364 0.89004 1.47074
Cl 0.72580 -0.26643 0.24929
H -3.95305 1.19662 -2.80456
C 1.50594 0.53421 -2.80326
H -1.56906 -1.97199 -1.75884
H -1.98556 1.34723 -4.76265
N -5.61490 0.34134 4.92773
C -5.37317 -0.64142 3.98080
C 2.31332 -0.52633 -2.37867
C -0.69974 -0.93581 -4.91077
C -1.24375 -2.00600 -5.62488
```



2 unconnected molecules or ions with the total composition C4H9OS. Source: the OMol25 dataset; level of theory: wB97M-V/def2-TZVPD.

Values from the calculation:
HOMO energy	-0.0926	hartree
net charge	-1
E	-631.244472	Eh
largest force on an atom	0.79	eV Å⁻¹
2S+1	1
energy relative to the best compared isomer or geometry (same formula, charge and spin)	33.16	kJ/mol
HOMO-LUMO gap	6.549	eV

Structure (XYZ):
```
15
C4H9OS, DFT wB97M-V/def2-TZVPD
H -0.04944 -3.26012 -2.26983
O -0.68623 1.58266 2.90800
H 0.04333 0.85316 -0.74161
H -0.61284 -0.26277 2.07886
S -0.20101 -1.65541 -0.49388
C -0.77118 -2.48292 -2.02027
H 1.40579 0.13391 0.95189
C -0.21561 0.76136 2.15657
H 1.64340 1.77589 1.65703
C 0.38100 1.66892 -0.09873
H 1.22282 2.14267 -0.61390
C 0.92995 1.07980 1.21947
H -1.75776 -2.94793 -1.90728
H -0.42242 2.39401 0.02460
H -0.90982 -1.78324 -2.85092
```



4 unconnected molecules or ions with the total composition H8O4. Source: the OMol25 dataset; level of theory: wB97M-V/def2-TZVPD.

Values from the calculation:
HOMO energy	-0.3847	hartree
net charge	0
E	-305.747003	Eh
structure (SMILES)	O.O.O.O
largest force on an atom	0.25	eV Å⁻¹
2S+1	1
energy relative to the best compared isomer or geometry (same formula, charge and spin)	84.55	kJ/mol
HOMO-LUMO gap	10.471	eV

Structure (XYZ):
```
12
H8O4, DFT wB97M-V/def2-TZVPD
H -1.44844 1.79408 -1.39959
O -1.75071 -1.82743 0.03702
H 2.27203 -0.29746 1.03070
O 2.90446 -0.39082 1.76045
H -1.54466 -1.13562 -0.59984
H 1.50293 0.62860 -1.29799
H -2.50955 0.92607 -0.73613
O 1.29984 0.17304 -0.47769
H -2.33502 -1.41600 0.67915
H 2.82473 0.42715 2.25664
O -1.55951 1.07913 -0.76508
H 0.34391 0.03927 -0.48763
```



A molecular structure, C20H14F6I2N3O5SbW. Source: the OMol25 dataset; level of theory: wB97M-V/def2-TZVPD.

Values from the calculation:
HOMO energy (spin up / spin down)	-0.6121 / -0.6158	hartree
net charge	+3
E	-2812.113180	Eh
largest force on an atom	0.68	eV Å⁻¹
2S+1	2
energy relative to the best compared isomer or geometry (same formula, charge and spin)	4.46	kJ/mol
HOMO-LUMO gap (spin up / spin down)	6.707 / 5.557	eV

Structure (XYZ):
```
52
C20H14F6I2N3O5SbW, DFT wB97M-V/def2-TZVPD
C 1.78708 0.38786 4.68248
C 3.16783 0.43648 4.39925
H 1.72303 1.39664 -5.97949
H 2.07209 1.06746 -0.25048
F 1.47851 -2.19372 0.60921
F -0.17248 -4.46673 -0.85129
W 0.43098 -0.98673 -0.48033
N 2.37181 0.10362 -0.41489
C 2.10051 0.31618 -2.81134
O -0.23668 0.83403 -0.53238
C 3.30558 -0.28802 0.67647
F -0.97870 -1.55967 -1.51843
C -1.16995 1.71294 -0.13188
H -3.62642 -1.89994 0.82834
H 3.56365 -0.90030 -1.82307
H -3.56262 2.97871 0.19192
C -4.86087 -0.13472 0.81423
C 3.62743 0.23273 3.07354
C -2.49605 1.08760 0.22026
C -7.12508 1.69576 0.70931
I 4.49746 0.80001 5.88278
F -2.28454 -4.55427 0.96789
O 0.46176 -0.24562 1.41791
H 3.48586 1.09823 -4.23465
N 0.83904 -0.01995 -2.52255
C 0.16542 0.65902 -4.69321
Sb -0.42483 -4.32071 0.99262
C 1.47273 1.00106 -5.00451
H -5.78175 -0.65498 1.04606
H 4.69146 0.28265 2.87643
C -3.65503 -0.82530 0.69065
C -4.75977 1.21817 0.62141
C 0.89667 0.14657 3.67699
C 2.45535 0.83371 -4.04007
N -2.51073 -0.21956 0.39854
C 1.35471 -0.06901 2.33384
F 1.41365 -2.11159 -1.61194
C -0.11673 0.15573 -3.43992
I -1.13001 0.05265 4.07073
H 3.53794 -1.34334 0.54114
H -0.63452 0.77446 -5.40995
O -8.20508 1.38719 0.67922
H 1.44445 0.54366 5.69658
O -5.97934 2.09159 0.73585
H 4.22781 0.27989 0.54254
O -0.98443 2.88707 -0.09943
F -0.85316 -2.33591 0.68734
H 3.86459 0.84515 -1.71538
C -3.61702 1.90761 0.33298
H -1.12073 -0.13273 -3.16607
C 3.09083 0.07705 -1.71894
C 2.75830 -0.02871 2.05371
```